(1)
{"formula": "CH4Cl2PS", "method": "wB97M-V/def2-TZVPD", "homo_lumo_gap_ev": 8.1, "e_homo_ev": -15.393, "charge": 1, "relative_energy_kcal_mol": 39.0, "total_energy_ev": -46263.165, "elements": ["C", "P", "S", "Cl", "Cl", "H", "H", "H", "H"], "xyz": [[-0.246220, 0.698507, 1.209800], [-0.185840, -0.399957, -0.292723], [1.104228, 0.581353, -1.578273], [-2.035643, -0.718978, -0.902042], [1.153080, -2.580597, -0.136839], [0.679542, 1.299605, 1.094070], [-0.397759, 0.166004, 2.134330], [-1.151447, 1.325068, 0.952176], [1.080059, -0.371005, -2.480500]], "forces_ev_per_angstrom": [[-0.474, 0.279, -2.093], [2.196, -1.706, 0.432], [-0.703, 0.441, 0.950], [0.686, -0.291, 0.046], [-2.283, 3.041, -0.004], [-0.501, -0.391, 0.626], [0.204, -0.147, 0.257], [0.915, -0.487, 0.462], [-0.040, -0.739, -0.676]]}

(2)
{"formula": "CH4Cl3N2P3", "method": "wB97M-V/def2-TZVPD", "homo_lumo_gap_ev": 7.6, "e_homo_ev": -8.927, "charge": 0, "relative_energy_kcal_mol": 0.0, "total_energy_ev": -69517.582, "elements": ["C", "P", "Cl", "N", "P", "Cl", "N", "P", "Cl", "H", "H", "H", "H"], "xyz": [[-0.017239, 0.663090, 2.048472], [0.374799, -0.863459, 1.019183], [-0.922292, -2.195066, 1.777168], [-0.521349, -0.313321, -0.306208], [-0.172475, -1.111706, -2.069904], [-1.894759, -0.795578, -2.949019], [0.701764, 0.114642, -2.726193], [2.034150, 0.832330, -2.564251], [2.434323, 0.888219, -0.509695], [0.150366, 0.476104, 3.081729], [-1.156884, 1.077146, 1.860474], [0.523376, 1.486150, 1.684586], [-1.533780, -0.258551, -0.346342]], "forces_ev_per_angstrom": [[-3.651, -0.400, -1.104], [-0.295, 1.823, -0.360], [-0.895, -1.049, 0.971], [0.353, -1.240, -3.894], [1.186, 0.294, 3.571], [-1.842, 0.329, -0.533], [0.830, 0.049, -0.758], [-0.182, 0.395, 0.412], [0.552, 0.232, -0.332], [0.124, 0.019, 0.898], [2.558, -1.529, 0.637], [1.291, 0.903, -0.392], [-0.030, 0.175, 0.885]]}

(3)
{"formula": "CH4ClN2O", "method": "wB97M-V/def2-TZVPD", "homo_lumo_gap_ev": [7.0, 8.8], "e_homo_ev": [-14.863, -15.729], "charge": 1, "relative_energy_kcal_mol": 155.3, "total_energy_ev": -18636.996, "elements": ["C", "N", "N", "O", "Cl", "H", "H", "H", "H"], "xyz": [[-0.924347, -0.042778, 1.554649], [1.709849, 0.616580, -1.963217], [-0.730625, 0.014201, 0.187372], [-0.061780, -0.761873, -0.416681], [0.284456, 0.154869, -2.349003], [-0.597384, -1.004339, 1.934740], [-1.979155, 0.244594, 1.700413], [-0.237262, 0.779709, 1.742481], [2.536248, -0.000964, -2.390755]], "forces_ev_per_angstrom": [[-0.194, -0.975, 0.430], [2.723, -0.336, -0.712], [-0.415, 0.413, -3.006], [-0.623, -0.602, 1.637], [0.332, -0.158, -1.259], [-0.043, 0.033, 0.635], [0.593, 0.048, 0.403], [0.041, 0.530, 1.145], [-2.412, 1.046, 0.728]]}